# C6H6O18Zn

A molecular structure, C6H6O18Zn in a non-equilibrium geometry (the ωB97M-V functional and the def2-TZVPD basis, the Open Molecules 2025 dataset).

```
31
C6H6O18Zn, DFT the ωB97M-V functional and the def2-TZVPD basis
Zn 0.19813 -0.31661 0.20742
O -1.59817 0.80061 3.11526
C -2.29877 0.33388 2.02227
O -3.39425 0.73516 1.58831
O -1.80552 -0.45686 1.22171
H -0.83601 0.21722 3.09627
O 1.87428 -3.80226 1.77598
C 1.48910 -3.01589 0.79193
O 0.96477 -1.96352 1.11844
O 1.64857 -3.32625 -0.38892
H 1.76153 -3.13859 2.46040
O -0.20810 3.14450 2.31262
C 0.49469 2.53559 1.38152
O 0.68200 1.29489 1.39129
O 1.00383 3.29343 0.56929
H -0.07968 3.98123 1.85986
O -1.28476 3.01135 -1.75736
C -1.53092 1.72383 -1.48142
O -0.60594 0.91757 -1.21895
O -2.69529 1.34931 -1.38698
H -2.13116 3.46431 -1.75188
O 4.05408 -0.48640 -1.55422
C 3.02085 0.27517 -1.29969
O 1.97684 -0.29810 -1.05471
O 3.08638 1.50537 -1.16517
H 4.85436 0.04346 -1.53417
O -1.33125 -2.95017 -2.75040
C -1.61224 -2.23058 -1.75402
O -2.74526 -1.75377 -1.69236
O -0.73124 -1.84426 -1.02327
H -2.22077 -3.04353 -3.09916
```

For the HOMO-LUMO gap, the calculation gives 4.43 eV. For the highest occupied orbital energy, the calculation gives 4.700 eV. Its calculated total energy is -3365.70473 Eh. As for the net charge: -4.